Run A
A 2-piece molecular cluster, CF2O3S overall, computed with ωB97M-V with the def2-TZVPD basis set.

**Gap between HOMO and LUMO**: 11.42 eV

```
! wB97M-V def2-TZVPD RIJCOSX def2/J DEFGRID3
* xyz 0 1
C -0.6158 -0.6091 1.6407
O -0.6808 -0.8540 2.7636
O -0.8802 0.7562 -1.8949
O -0.5093 -0.3626 0.5233
F 1.0038 -1.0125 -1.2851
F 1.1574 1.4321 -0.1850
S 0.5248 0.6500 -1.5628
*
```

---

Run B
A 2-piece molecular cluster, CF2O3S overall, computed with ωB97M-V with the def2-TZVPD basis set.

**Gap between HOMO and LUMO (alpha / beta)**: 8.76 / 8.76 eV

```
! wB97M-V def2-TZVPD RIJCOSX def2/J DEFGRID3
* xyz 0 1
C -0.9910 -0.7389 0.1017
O -2.1071 -0.4600 0.2878
O 1.1107 1.5947 -1.3227
O 2.0288 -0.1536 0.1090
F -0.4671 -2.0088 -0.0021
F 0.3666 1.5901 1.2203
S 0.9668 0.7416 -0.1907
*
```

---

Which of them is the least stable? Correct choice: run B.

---

Run A
C8H15NO4 as an isolated structure, computed with ωB97M-V with the def2-TZVPD basis set.

**Gap between HOMO and LUMO**: 9.42 eV

```
! wB97M-V def2-TZVPD RIJCOSX def2/J DEFGRID3
* xyz 0 1
C -1.9792 -0.8829 -0.0932
C -1.6532 -0.2713 1.1607
C -0.2620 0.0014 1.6644
C 0.6000 1.1345 1.2122
C 0.6219 1.4572 -0.4131
C 1.9574 1.0381 -1.4205
C 2.3381 -0.3731 -1.2960
C 2.3244 -1.1094 0.0289
H -5.2576 0.1870 -0.4729
H -3.4180 -0.8444 -1.6367
H -2.2852 0.5507 1.4918
H -1.9029 -1.4149 1.6301
H -0.3563 0.2195 2.6828
H 0.5006 -0.8164 1.9066
H 1.7848 0.8084 1.2037
H 0.5278 2.1905 1.8288
H -0.4051 0.9141 -0.6828
H 0.5469 2.6283 -0.5234
H 2.7812 1.9839 -0.9520
H 1.8141 1.0662 -2.5712
H 1.6057 -1.0492 -2.1963
H 3.3906 -0.5231 -1.6345
H 0.6150 -2.1042 -0.3958
N -3.5047 -0.9635 -0.5650
O -3.9961 0.5112 -0.3747
O -1.1217 -1.5192 -0.6742
O 1.4821 -2.1257 0.2636
O 3.2514 -0.6936 0.8287
*
```

---

Run B
A 2-piece molecular cluster, C8H15NO4 overall, computed with ωB97M-V with the def2-TZVPD basis set.

**Gap between HOMO and LUMO**: 9.17 eV

```
! wB97M-V def2-TZVPD RIJCOSX def2/J DEFGRID3
* xyz 0 1
C -2.0417 -0.3398 -0.3157
C -1.1478 0.6105 -0.1769
C -3.3859 -0.3939 0.4974
C -1.6880 -1.6483 -0.9756
C 1.3650 -0.7201 1.3111
C 3.1554 -0.4836 -0.4295
C 0.7842 0.5026 -0.9072
C 1.8909 0.2043 0.2330
N -1.3721 1.8817 0.3495
O -0.3573 2.3500 0.9057
O -2.4270 2.4785 0.2208
O 1.0166 1.7297 -1.4341
O 2.4385 1.4169 0.7535
H -4.0680 -0.8221 -0.2646
H -3.8057 0.3964 1.1014
H -3.3054 -1.1501 1.1563
H -0.6047 -1.6877 -1.0671
H -2.2943 -1.6973 -2.0274
H -1.9939 -2.5123 -0.3896
H 1.5963 -0.2070 2.1602
H 1.6189 -1.7443 1.1400
H 0.2647 -0.5726 1.1959
H 3.9019 -0.6622 0.4224
H 3.1503 -1.3937 -0.9174
H 3.6397 0.3034 -1.1287
H 0.7216 -0.1153 -1.8001
H 1.2519 2.4081 -0.7793
H 1.6961 1.8682 1.1664
*
```

---

Which of them is the least stable? Correct choice: run A.

---

Run A
A 4-piece molecular cluster, CH8O5 overall, computed with ωB97M-V with the def2-TZVPD basis set.

**Gap between HOMO and LUMO**: 10.83 eV
**Structure (SMILES)**: O=CO.O.O.O

```
! wB97M-V def2-TZVPD RIJCOSX def2/J DEFGRID3
* xyz 0 1
O -0.7844 -2.2014 0.0588
C 0.3547 -1.8803 0.2025
O 0.7801 -1.1153 1.2281
H 1.1666 -2.1990 -0.4702
H 1.5119 -0.5462 0.9528
H 1.9917 1.8015 -0.9569
H 2.1253 2.1147 0.6502
O 2.0361 1.4787 -0.0577
H 0.4472 3.7873 0.4223
H -0.1831 2.2480 0.3738
O -0.0448 3.1044 -0.0272
H -1.5944 -0.7032 -1.0083
H -2.9392 0.1023 -0.9359
O -2.5119 -0.6818 -1.2927
*
```

---

Run B
A 4-piece molecular cluster, CH8O5 overall, computed with ωB97M-V with the def2-TZVPD basis set.

**Gap between HOMO and LUMO**: 9.23 eV

```
! wB97M-V def2-TZVPD RIJCOSX def2/J DEFGRID3
* xyz 0 1
O -0.9048 -1.5301 -1.0475
C -1.5447 -0.4748 -1.2678
O -0.9961 0.6922 -1.5263
H -2.4933 -0.9380 -1.6506
H 0.3763 0.0833 -0.8333
H 2.1287 -0.6191 -0.3076
H 1.5749 0.8488 -0.9618
O 1.4105 -0.0555 -0.6468
H 0.6614 0.6472 1.8502
H 1.9641 0.8008 2.1760
O 1.3023 0.1129 2.3358
H -1.4785 -0.4821 0.4555
H -0.9937 0.7696 0.3340
O -1.0072 0.1447 1.0901
*
```

---

Which of them is the least stable? Correct choice: run B.

---

Run A
A 9-piece molecular cluster, C18H36Cl18 overall, computed with ωB97M-V with the def2-TZVPD basis set.

**Gap between HOMO and LUMO**: 10.84 eV
**Structure (SMILES)**: ClCCCl.ClCCCl.ClCCCl.ClCCCl.ClCCCl.ClCCCl.ClCCCl.ClCCCl.ClCCCl

```
! wB97M-V def2-TZVPD RIJCOSX def2/J DEFGRID3
* xyz 0 1
Cl 2.4402 5.3689 9.6759
C 1.4269 4.3315 10.6140
C 0.5222 3.4884 9.7475
Cl -0.3948 2.3689 10.7084
H 0.7695 4.8988 11.2727
H 2.0222 3.6636 11.2366
H 1.1268 2.9556 9.0134
H -0.0875 4.1616 9.1448
Cl -3.6369 -10.0713 -0.0175
C -4.0909 -8.2997 0.1894
C -5.3093 -7.9174 -0.5909
Cl -5.9181 -6.3521 -0.0651
H -3.2684 -7.6543 -0.1191
H -4.2109 -8.1476 1.2621
H -6.0713 -8.6866 -0.4653
H -5.1223 -7.8938 -1.6645
Cl 6.1417 -3.2698 -8.6073
C 4.7412 -3.0426 -7.5092
C 4.8339 -3.9593 -6.3466
Cl 3.5946 -3.5921 -5.2034
H 3.8405 -3.2783 -8.0760
H 4.6502 -1.9913 -7.2361
H 5.7685 -3.7996 -5.8089
H 4.7005 -5.0296 -6.5037
Cl 5.5943 -2.4215 5.0734
C 7.0564 -1.4364 5.0446
C 6.8407 0.0780 5.0611
Cl 8.3630 1.1054 4.9608
H 7.6280 -1.7018 4.1553
H 7.6830 -1.7384 5.8838
H 6.3514 0.3953 5.9820
H 6.3212 0.2923 4.1271
Cl -2.6452 -2.5275 -7.4938
C -3.4759 -3.2630 -6.0829
C -4.9210 -3.7090 -6.4593
Cl -6.0605 -2.2684 -6.8172
H -3.5223 -2.5580 -5.2530
H -2.9656 -4.1364 -5.6768
H -5.2894 -4.3520 -5.6600
H -4.8562 -4.2575 -7.3990
Cl -7.1986 0.7314 -2.0029
C -8.6946 0.1311 -1.3380
C -9.8302 1.1425 -1.5683
Cl -11.4342 0.3567 -1.3026
H -8.6397 -0.3199 -0.3472
H -9.0011 -0.6492 -2.0346
H -9.8027 1.4953 -2.5993
H -9.9100 1.9515 -0.8421
Cl 6.6477 0.9385 -1.3945
C 6.0396 2.1016 -2.6045
C 6.2303 3.5977 -2.1473
Cl 5.6350 3.9625 -0.5696
H 4.9797 1.8471 -2.6105
H 6.5541 1.9705 -3.5564
H 5.6808 4.2939 -2.7810
H 7.2831 3.8790 -2.1688
Cl 0.6889 9.7430 1.5310
C -1.0067 9.2464 1.5188
C -0.9942 7.7250 1.2764
Cl -2.6499 7.1402 1.1817
H -1.4407 9.6896 0.6225
H -1.6207 9.5971 2.3483
H -0.4604 7.1940 2.0646
H -0.4689 7.4097 0.3749
Cl -0.4964 -2.0282 0.4024
C -0.0770 -0.3556 -0.0258
C 0.9037 0.2654 1.0266
Cl 0.1266 0.4481 2.6042
H -1.0022 0.2194 -0.0658
H 0.4160 -0.4342 -0.9948
H 1.1667 1.2973 0.7937
H 1.8059 -0.3403 1.1116
*
```

---

Run B
A 9-piece molecular cluster, C18H36Cl18 overall, computed with ωB97M-V with the def2-TZVPD basis set.

**Gap between HOMO and LUMO**: 10.58 eV
**Structure (SMILES)**: ClCCCl.ClCCCl.ClCCCl.ClCCCl.ClCCCl.ClCCCl.ClCCCl.ClCCCl.ClCCCl

```
! wB97M-V def2-TZVPD RIJCOSX def2/J DEFGRID3
* xyz 0 1
Cl 8.8216 -23.7605 6.8347
C 8.8526 -21.9915 6.8637
C 10.1272 -21.4272 6.2191
Cl 10.1574 -19.6398 6.5206
H 8.7780 -21.7730 7.9290
H 7.9315 -21.6843 6.3684
H 10.1771 -21.5761 5.1405
H 11.0059 -21.8690 6.6889
Cl 10.8586 -9.6321 14.8906
C 12.4000 -8.9971 14.2528
C 12.8543 -9.8173 13.0685
Cl 13.7854 -11.2545 13.5739
H 13.0265 -8.9411 15.1430
H 12.2491 -7.9966 13.8474
H 13.5363 -9.3133 12.3836
H 12.0458 -10.1593 12.4224
Cl 20.5066 -8.8934 1.3932
C 19.7784 -10.0628 2.5508
C 20.6737 -11.2144 2.9580
Cl 22.0625 -10.7267 3.8603
H 18.9232 -10.5107 2.0448
H 19.3075 -9.5472 3.3878
H 20.9979 -11.8086 2.1037
H 20.1282 -11.9399 3.5615
Cl 11.1508 -5.8021 8.5816
C 11.5533 -5.5364 6.9212
C 10.6546 -4.4990 6.2132
Cl 8.9509 -5.0650 5.9584
H 11.4888 -6.5144 6.4442
H 12.6099 -5.2715 6.8827
H 11.0665 -4.2504 5.2351
H 10.6220 -3.5507 6.7497
Cl 16.1463 -21.3558 5.5190
C 17.4894 -22.5785 5.4994
C 17.0358 -23.8748 4.7718
Cl 15.7974 -24.6313 5.7181
H 17.7254 -22.8907 6.5167
H 18.2548 -22.0532 4.9282
H 17.8694 -24.5676 4.6571
H 16.5968 -23.6432 3.8013
Cl 21.6183 -17.1931 9.5815
C 22.7316 -15.8555 9.2701
C 22.1392 -14.8188 8.2676
Cl 20.7150 -13.9235 8.8645
H 23.6216 -16.3432 8.8725
H 22.8836 -15.2795 10.1829
H 21.7280 -15.3045 7.3827
H 22.9403 -14.1014 8.0896
Cl 15.0816 -13.7469 4.9216
C 13.9307 -14.2424 6.1929
C 14.3470 -13.5978 7.5777
Cl 14.1109 -11.8397 7.4330
H 13.9841 -15.3311 6.1896
H 12.9327 -13.9734 5.8470
H 15.3598 -13.7389 7.9549
H 13.5348 -13.8368 8.2642
Cl 6.7841 -14.9345 12.8818
C 8.5404 -14.6925 12.8680
C 9.3228 -15.9380 12.4107
Cl 8.9174 -17.3422 13.3667
H 8.8557 -14.4435 13.8813
H 8.8089 -13.8554 12.2236
H 10.4111 -15.9350 12.4727
H 9.0348 -16.1803 11.3878
Cl 6.2962 -10.0007 9.8562
C 5.9819 -9.9421 8.1490
C 7.2237 -10.1784 7.3246
Cl 7.9151 -11.8128 7.6301
H 5.5409 -8.9737 7.9127
H 5.1811 -10.6443 7.9172
H 7.9620 -9.4206 7.5866
H 7.1260 -10.0453 6.2472
*
```

---

Run C
A 9-piece molecular cluster, C18H36Cl18 overall, computed with ωB97M-V with the def2-TZVPD basis set.

**Gap between HOMO and LUMO**: 10.24 eV
**Structure (SMILES)**: ClCCCl.ClCCCl.ClCCCl.ClCCCl.ClCCCl.ClCCCl.ClCCCl.ClCCCl.ClCCCl

```
! wB97M-V def2-TZVPD RIJCOSX def2/J DEFGRID3
* xyz 0 1
Cl 2.1510 -2.9073 -1.0231
C 3.8761 -3.2813 -1.2524
C 4.5751 -2.2619 -2.0798
Cl 4.6650 -0.6777 -1.2403
H 3.9674 -4.2601 -1.7254
H 4.3586 -3.3588 -0.2796
H 4.0983 -2.1081 -3.0430
H 5.6021 -2.5776 -2.2601
Cl -1.9682 3.1194 -2.4500
C -1.9382 4.5718 -3.5285
C -2.5562 5.7538 -2.8790
Cl -4.3206 5.5780 -2.6334
H -2.4887 4.2756 -4.4100
H -0.8863 4.7442 -3.7135
H -2.4209 6.6255 -3.5201
H -2.0547 5.9687 -1.9383
Cl 3.2214 -1.4011 2.4194
C 4.8273 -0.9788 3.0911
C 5.7726 -2.1498 2.9266
Cl 7.2555 -1.8734 3.9127
H 4.7254 -0.7097 4.1351
H 5.1847 -0.1143 2.5381
H 6.0775 -2.2944 1.8973
H 5.3156 -3.0647 3.2978
Cl -0.3694 -0.1894 2.1136
C 0.3427 -0.5019 0.5027
C 0.2060 0.6222 -0.4631
Cl 1.1651 2.0307 0.0489
H -0.1845 -1.3709 0.1139
H 1.3991 -0.6973 0.6443
H -0.8138 0.9705 -0.6039
H 0.6147 0.3365 -1.4317
Cl -1.6676 -3.2481 1.8344
C -0.2278 -4.2367 2.1057
C -0.5076 -5.3840 3.0018
Cl -1.6149 -6.5390 2.2904
H 0.5143 -3.5834 2.5643
H 0.1259 -4.5424 1.1270
H -0.9383 -5.0380 3.9366
H 0.4303 -5.8915 3.2247
Cl -2.2138 0.2061 5.7740
C -3.0879 -0.9391 4.7065
C -3.7262 -1.9885 5.6058
Cl -4.4483 -3.3052 4.6502
H -2.3738 -1.3837 4.0168
H -3.8041 -0.3505 4.1414
H -4.5326 -1.5416 6.1761
H -2.9730 -2.4076 6.2580
Cl -3.3785 2.6026 3.8327
C -3.5431 2.2871 2.1028
C -4.9846 2.1922 1.6676
Cl -5.8908 0.8961 2.5147
H -3.0074 1.3596 1.9021
H -3.0277 3.0794 1.5609
H -5.0477 1.9784 0.6059
H -5.5230 3.1155 1.8557
Cl 1.4171 5.4265 -2.5718
C 1.8163 3.7088 -2.9279
C 2.5535 3.5733 -4.2400
Cl 1.4949 3.9293 -5.6310
H 0.8711 3.1719 -2.9668
H 2.3780 3.3704 -2.0695
H 2.9243 2.5588 -4.3549
H 3.3842 4.2699 -4.2973
Cl -3.4175 -1.2748 -4.4670
C -1.6648 -1.1836 -4.8827
C -1.0011 -0.1435 -3.9847
Cl 0.6787 0.1763 -4.5347
H -1.5951 -0.8933 -5.9263
H -1.2539 -2.1775 -4.7552
H -0.9965 -0.4618 -2.9479
H -1.5402 0.7931 -4.0647
*
```

---

Which of them is the least stable? Correct choice: run A.